(1)
Below is a structure of composition C19H24BF3N3O4PtS, with properties calculated with ωB97M-V/def2-TZVPD.

Computed properties:
Relative energy (zero: lowest compared OMol25 entry of this formula, charge and spin) = 0.0000 eV
Strongest force on any atom = 0.41 eV/Å
HOMO-LUMO gap (spin up / spin down) = 0.25325 / 0.17233 Ha
Calculated total energy = -2044.5576 Eh
Spin multiplicity = 5
Total charge = +3

Last column: Löwdin charge in e.
CARTESIAN COORDINATES (ANGSTROEM)
Pt1 2.7931 -4.0165 0.2770  1.46
F1 -1.8074 0.3665 2.8922  0.14
C1 -1.0691 0.5587 1.8102  -0.15
C2 -0.3315 -0.4646 1.3164  0.12
C3 0.4865 -0.2766 0.1912  0.03
C4 1.3390 -1.3859 -0.2751  -0.27
O1 1.2217 -2.4928 0.3182  -0.12
C5 2.2229 -1.0676 -1.3201  0.01
C6 2.1410 0.1724 -1.9254  0.10
N1 1.3166 1.1621 -1.5688  0.03
C7 1.2981 2.4067 -2.3344  -0.24
C8 0.0491 2.7596 -3.0963  -0.08
C9 1.2793 2.3198 -3.8258  -0.05
C10 0.5155 0.9941 -0.4508  -0.09
C11 -0.2108 2.0447 0.0641  0.12
C12 -1.0147 1.8847 1.2309  -0.06
N2 -1.6690 2.9371 1.7706  0.02
C13 -2.6970 2.8123 2.8364  -0.07
C14 -3.4125 4.1383 3.0757  -0.06
N3 -3.7053 4.8052 1.7623  0.09
C15 -2.4287 5.1943 1.0456  -0.04
C16 -1.2626 4.3304 1.5293  -0.07
C17 3.2929 -1.9683 -1.9228  -0.55
O2 3.9738 -1.5209 -2.8073  0.14
O3 3.4076 -3.1869 -1.4684  -0.15
H1 -0.3477 -1.4272 1.8115  0.16
H2 2.8083 0.3656 -2.7583  0.17
H3 1.8846 3.1937 -1.8765  0.16
H4 -0.2380 3.8012 -3.1439  0.11
H5 -0.7744 2.0575 -3.0602  0.12
H6 1.8598 3.0568 -4.3610  0.13
H7 1.2632 1.3421 -4.2883  0.13
H8 -0.1764 2.9928 -0.4484  0.11
H9 -2.2392 2.5077 3.7780  0.16
H10 -3.4047 2.0377 2.5475  0.15
H11 -2.8235 4.8382 3.6650  0.15
H12 -4.3501 3.9611 3.5989  0.16
H13 -4.2902 5.6332 1.9083  0.20
H14 -4.2594 4.1756 1.1765  0.19
H15 -2.2236 6.2395 1.2680  0.16
H16 -2.6091 5.0939 -0.0222  0.15
H17 -0.8636 4.7078 2.4734  0.16
H18 -0.4540 4.3887 0.8109  0.13
C18 0.8268 -8.0093 -0.4116  -0.21
S1 0.4700 -6.3005 -0.0880  0.95
C19 -0.7099 -5.9805 -1.3788  -0.22
O4 1.7627 -5.5978 -0.6021  -0.67
H19 1.2648 -8.0861 -1.4056  0.08
H20 -0.1115 -8.5600 -0.3440  0.08
H21 1.5189 -8.3567 0.3522  0.07
H22 -1.6257 -6.5249 -1.1504  0.08
H23 -0.2893 -6.2964 -2.3325  0.08
H24 -0.9001 -4.9092 -1.3741  0.06
F2 4.2924 -5.4163 2.4160  0.22
B1 4.1599 -4.2390 1.8660  -0.70
F3 4.8508 -3.1963 2.2486  0.21

Forces on the atoms, in the same order (eV/Å):
-0.14 0.06 -0.13
0.00 0.01 0.01
-0.05 0.16 -0.07
0.08 -0.10 -0.04
-0.05 0.02 0.02
0.09 -0.09 -0.01
-0.12 0.14 0.27
0.05 0.04 -0.02
0.03 0.06 0.06
-0.10 -0.09 -0.05
0.05 0.01 0.10
-0.06 0.01 0.01
0.04 0.02 -0.08
0.09 0.03 0.00
-0.09 -0.02 0.18
0.02 0.06 -0.16
0.08 0.00 0.15
0.02 0.03 -0.04
0.04 0.01 -0.02
0.01 -0.02 0.03
0.00 -0.05 -0.01
-0.11 -0.01 -0.04
0.01 -0.13 0.12
-0.06 0.02 -0.05
0.19 0.02 -0.36
0.00 0.00 -0.02
-0.02 -0.02 -0.02
0.01 -0.01 0.02
0.03 0.00 0.00
0.02 -0.02 -0.01
0.00 0.00 0.01
-0.02 -0.01 0.03
-0.01 -0.04 -0.03
0.03 -0.03 0.01
-0.02 0.01 -0.02
-0.01 0.02 0.00
0.00 -0.02 0.00
0.01 0.01 0.01
-0.03 0.02 -0.01
0.00 0.01 -0.01
0.00 -0.02 0.00
0.00 0.00 0.01
-0.01 0.03 0.03
0.01 -0.06 0.05
0.09 0.03 0.13
0.07 0.04 -0.10
-0.19 -0.08 -0.21
-0.02 -0.02 0.00
0.02 -0.03 0.01
0.01 -0.01 -0.01
0.00 0.00 0.01
-0.03 0.01 0.00
-0.04 -0.02 -0.02
0.05 0.02 0.04
-0.01 0.03 0.21
0.04 -0.01 0.04



(2)
Below is a cluster of 2 separate species, C19H24BN2O in total in a non-equilibrium geometry, with properties calculated with ωB97M-V/def2-TZVPD.

Computed properties:
Relative energy (zero: lowest compared OMol25 entry of this formula, charge and spin) = 0.0000 eV
Strongest force on any atom = 5.52 eV/Å
HOMO-LUMO gap = 0.23537 Ha
Calculated total energy = -947.7058 Eh
Total charge = +1

Last column: Löwdin charge in e.
CARTESIAN COORDINATES (ANGSTROEM)
C1 6.0126 1.2247 6.8404  -0.05
O1 5.2729 -0.0143 6.7024  -0.08
C2 5.5767 -0.8471 5.6864  -0.28
C3 4.8128 -2.0209 5.5795  0.00
C4 5.0004 -2.8559 4.5113  -0.05
C5 5.8556 -2.5145 3.4500  -0.20
C6 5.6209 -3.2188 2.1463  -0.13
C7 6.6972 -3.3688 1.1125  -0.21
C8 6.8632 -4.5971 0.4568  -0.04
C9 7.6030 -4.6588 -0.7111  -0.07
C10 8.2538 -3.5181 -1.1915  -0.07
C11 8.1465 -2.3247 -0.4847  -0.07
C12 7.3565 -2.2514 0.6513  -0.05
C13 6.7404 -1.4644 3.6584  -0.03
C14 6.5702 -0.5919 4.7220  0.00
H1 5.6124 1.6673 7.7488  0.09
H2 7.0848 1.0268 6.9465  0.10
H3 5.8351 1.8820 5.9816  0.10
H4 4.0983 -2.2485 6.3549  0.12
H5 4.4650 -3.7997 4.4712  0.10
H6 5.3153 -4.2340 2.4247  0.10
H7 6.3988 -5.4898 0.8698  0.11
H8 7.6768 -5.5903 -1.2588  0.11
H9 8.8741 -3.5731 -2.0784  0.11
H10 8.6676 -1.4337 -0.8142  0.11
H11 7.2256 -1.3056 1.1659  0.10
H12 7.6077 -1.3292 3.0295  0.10
H13 7.1990 0.2890 4.8124  0.11
H14 4.7221 -2.8587 1.7085  0.04
B1 3.2690 -1.8023 0.6851  0.04
H15 3.3905 -0.9119 1.5184  0.09
H16 3.9529 -1.8606 -0.3324  0.09
C15 2.0514 -2.6013 0.7257  -0.16
N1 0.8687 -2.2137 0.1660  -0.06
C16 0.6417 -0.9633 -0.5510  0.03
C17 -0.0858 -3.1467 0.3594  -0.01
C18 0.4855 -4.1705 1.0629  0.00
N2 1.7895 -3.8247 1.2755  -0.05
C19 2.7405 -4.6403 1.9900  0.02
H17 -0.3996 -0.9663 -0.8672  0.10
H18 0.7990 -0.0855 0.0797  0.11
H19 1.2643 -0.8748 -1.4441  0.11
H20 -1.0991 -3.0423 -0.0021  0.14
H21 0.0645 -5.1023 1.4168  0.14
H22 2.2629 -5.5774 2.2551  0.11
H23 3.6090 -4.8620 1.3609  0.11
H24 3.0700 -4.1439 2.9104  0.09

Forces on the atoms, in the same order (eV/Å):
-0.33 -0.74 -0.14
0.34 0.47 0.17
0.12 0.27 -0.81
0.42 0.42 0.55
-0.08 0.19 -0.66
-0.02 0.08 0.35
1.92 -2.19 1.46
-0.63 -0.10 -0.14
-0.13 0.38 0.12
0.31 0.15 -0.15
-0.05 -0.05 0.36
0.25 -0.05 -0.19
0.16 0.37 -0.34
-0.13 0.07 -0.02
-0.29 -0.04 0.96
0.13 0.08 -0.09
-0.17 0.04 0.04
0.01 -0.11 0.12
-0.01 -0.05 0.15
-0.16 0.13 -0.05
0.11 -0.03 -0.04
-0.05 0.09 -0.16
0.09 -0.01 0.08
-0.13 0.00 0.01
0.01 -0.09 -0.11
-0.01 -0.08 -0.32
-0.25 0.22 -0.24
0.03 -0.27 0.00
-1.35 1.06 -0.92
3.49 2.68 -0.36
0.14 -0.62 -0.60
-0.30 0.10 0.85
-4.48 -3.21 0.28
1.52 0.73 0.09
-0.23 0.39 -0.28
-0.50 -1.43 0.60
-0.69 0.39 -0.43
0.26 1.29 -0.55
0.60 -0.38 0.37
0.08 0.07 -0.01
0.07 -0.24 0.11
0.05 -0.21 0.16
0.22 0.07 0.03
0.14 0.21 -0.07
-0.07 -0.04 0.00
-0.27 0.07 0.10
-0.15 -0.07 -0.30



(3)
Below is a structure of composition C19H24BN6O2S3SbSe4Zr in a non-equilibrium geometry, with properties calculated with ωB97M-V/def2-TZVPD.

Computed properties:
Relative energy (zero: lowest compared OMol25 entry of this formula, charge and spin) = 1.1096 eV
Strongest force on any atom = 1.23 eV/Å
HOMO-LUMO gap = 0.20662 Ha
Calculated total energy = -12330.2256 Eh
Total charge = -2

Last column: Löwdin charge in e.
CARTESIAN COORDINATES (ANGSTROEM)
Zr1 -0.3620 0.8395 -0.1723  1.12
B1 -1.5432 0.4103 -2.8076  -0.47
N1 -2.4756 -0.4600 -1.9273  -0.08
C1 -3.3477 -1.4251 -2.2217  -0.09
C2 -3.9424 -1.8405 -1.0390  -0.07
C3 -3.3406 -1.0579 -0.0503  -0.13
N2 -2.4611 -0.2261 -0.5996  -0.05
N3 -1.9036 1.8838 -2.5631  -0.09
C4 -2.3237 2.8719 -3.3563  -0.08
C5 -2.4324 4.0208 -2.5882  -0.06
C6 -2.0318 3.6346 -1.3067  -0.15
N4 -1.7197 2.3421 -1.3087  -0.15
H1 -1.6566 0.1278 -3.9720  0.09
H2 -0.3944 0.2299 -2.4249  0.02
H3 -3.4777 -1.7518 -3.2396  0.11
H4 -4.6942 -2.5994 -0.9100  0.08
H5 -3.4896 -1.0560 1.0172  0.11
H6 -2.5036 2.6940 -4.4033  0.11
H7 -2.7400 5.0009 -2.9082  0.08
H8 -1.9294 4.2064 -0.3981  0.09
O1 0.5043 -0.9958 -0.4068  -0.33
C7 0.6460 -2.2226 -0.0054  -0.35
C8 1.2824 -3.1688 -0.8301  -0.01
C9 1.4645 -4.4681 -0.4078  -0.10
C10 1.0146 -4.8776 0.8482  -0.12
C11 0.3860 -3.9575 1.6660  -0.06
C12 0.2037 -2.6312 1.2693  -0.09
C13 -0.4588 -1.6616 2.1340  -0.29
N5 -0.9541 -0.4808 1.7939  -0.03
C14 -1.5662 0.0344 2.9190  -0.22
C15 -1.4070 -0.8209 3.9554  -0.07
N6 -0.7120 -1.8969 3.4456  0.11
H9 1.6295 -2.8242 -1.7957  0.09
H10 1.9599 -5.1778 -1.0605  0.09
H11 1.1440 -5.9012 1.1752  0.08
H12 0.0087 -4.2874 2.6283  0.10
H13 -2.0363 0.9996 2.9273  -0.02
H14 -1.6795 -0.7232 4.9903  0.11
H15 -0.3538 -2.6724 3.9709  0.14
C16 3.6479 -0.7841 0.9888  -0.39
S1 2.5103 0.5353 1.4515  0.70
C17 2.2387 0.1451 3.1865  -0.41
H16 3.2420 -1.7630 1.2548  0.03
H17 4.6267 -0.6489 1.4519  0.03
H18 3.7472 -0.7334 -0.0962  0.02
H19 3.0971 0.4253 3.7951  0.03
H20 2.0129 -0.9174 3.3070  0.03
H21 1.3896 0.7488 3.5093  -0.02
C18 3.7129 2.0254 -4.5650  -0.16
O2 2.9201 2.4713 -3.4787  -0.26
C19 2.2970 1.5486 -2.7100  -1.27
S2 2.4120 -0.0755 -3.0470  0.60
S3 1.4751 2.3220 -1.4280  0.56
H22 4.1035 2.9321 -5.0242  0.08
H23 3.1155 1.4583 -5.2800  0.06
H24 4.5278 1.3873 -4.2204  0.07
Se1 -1.1827 6.1116 3.2476  -0.31
Sb1 -0.7058 3.8717 4.0004  -0.33
Se2 -0.2641 2.6197 1.5045  0.07
Se3 -2.6108 2.7399 4.9816  -0.25
Se4 1.3801 3.4684 5.1331  -0.27

Forces on the atoms, in the same order (eV/Å):
0.06 -0.23 1.21
-0.04 -0.05 -0.35
-0.13 0.10 -0.13
-0.07 0.04 0.16
0.01 0.00 0.02
-0.02 -0.02 0.02
0.38 -0.26 -0.28
-0.11 0.03 -0.10
-0.03 0.05 0.11
0.00 0.01 0.00
-0.02 0.00 0.02
0.22 -0.03 -0.39
0.02 -0.07 0.03
-0.09 0.08 0.05
-0.02 0.03 -0.01
0.00 0.00 0.00
0.01 -0.01 0.00
-0.03 -0.01 0.00
0.00 0.00 0.00
0.01 0.00 0.01
-0.27 -0.06 -0.45
0.12 -0.02 0.08
0.01 0.00 -0.03
0.00 0.01 0.01
0.00 0.01 0.00
0.01 -0.01 0.02
0.01 0.02 -0.03
-0.07 0.02 -0.02
0.12 -0.01 -0.02
0.09 -0.02 -0.06
-0.06 0.00 0.01
0.00 -0.05 0.01
0.00 0.01 0.00
0.00 0.00 0.00
0.00 0.00 0.00
0.01 0.00 0.00
-0.04 0.06 0.03
-0.02 0.00 0.00
-0.01 0.01 -0.01
-0.10 -0.05 -0.02
0.08 0.18 0.03
-0.04 -0.01 -0.07
0.01 0.00 -0.01
-0.01 -0.01 0.01
0.01 -0.01 0.00
0.01 -0.02 0.01
0.00 0.02 0.00
0.01 0.02 0.04
0.04 0.01 -0.06
0.01 0.02 0.03
0.00 -0.24 -0.14
0.07 0.01 -0.02
-0.06 0.03 0.04
0.00 0.01 0.01
0.01 0.01 0.01
-0.01 0.00 0.00
0.05 -0.08 -0.10
-0.09 0.16 0.20
-0.05 0.51 0.20
-0.05 -0.10 -0.07
0.07 -0.07 -0.05



(4)
Below is a cluster of 3 separate species, C19H24BrFN2O11 in total in a non-equilibrium geometry, with properties calculated with ωB97M-V/def2-TZVPD.

Computed properties:
Relative energy (zero: lowest compared OMol25 entry of this formula, charge and spin) = 0.3830 eV
Strongest force on any atom = 1.83 eV/Å
HOMO-LUMO gap = 0.26697 Ha
Calculated total energy = -4349.2781 Eh

Last column: Löwdin charge in e.
CARTESIAN COORDINATES (ANGSTROEM)
C1 3.7744 -1.6402 1.2714  -0.07
C2 3.8004 -2.8288 0.2385  -0.20
C3 3.7621 -2.2532 -1.1925  -0.20
O1 2.3931 -1.9417 -1.4924  -0.16
C4 2.2402 -0.6244 -1.9692  -0.12
C5 0.8207 -0.1420 -1.8344  0.04
C6 0.5521 1.2275 -1.6174  -0.05
C7 1.7521 2.2058 -1.5652  -0.70
O2 2.5100 2.2143 -2.5474  0.02
O3 1.8039 2.8954 -0.5477  0.01
N1 -0.6483 1.7308 -1.4566  0.26
N2 -1.5926 0.8905 -1.5458  -0.04
F1 -2.8376 1.4240 -1.4171  0.10
C8 -1.5627 -0.4042 -1.7386  -0.06
C9 -2.8374 -1.2087 -1.7728  -0.05
C10 -3.4309 -1.2151 -0.3325  -0.75
O4 -2.8162 -1.7409 0.5435  0.05
Br1 -5.1289 -0.3428 0.0330  0.81
C11 -0.2931 -0.9850 -1.9122  -0.14
O5 -0.2181 -2.3032 -2.1634  -0.02
C12 -0.2497 -3.1426 -0.9798  -0.19
C13 0.5894 -4.3899 -1.2679  -0.05
H1 3.5254 -0.7342 0.7073  0.06
H2 4.7367 -1.5424 1.7771  0.07
H3 2.9633 -1.7859 1.9911  0.07
H4 2.8936 -3.4072 0.4397  0.09
H5 4.6938 -3.4459 0.3756  0.11
H6 4.4190 -1.3769 -1.2427  0.13
H7 4.0771 -3.0221 -1.9124  0.12
H8 2.5551 -0.5232 -3.0210  0.16
H9 2.8642 0.0513 -1.3656  0.13
H10 -3.5511 -0.8238 -2.5074  0.13
H11 -2.6220 -2.2505 -2.0198  0.13
H12 -1.2767 -3.5138 -0.8480  0.11
H13 0.0834 -2.6381 -0.0688  0.14
H14 1.6603 -4.1928 -1.2220  0.05
H15 0.3775 -5.1804 -0.5363  0.09
H16 0.3848 -4.7815 -2.2716  0.09
C14 0.9194 6.0038 -0.7534  -0.12
C15 2.3442 6.4817 -0.6790  -0.12
O6 2.1909 7.8531 -0.2898  0.05
C16 0.9920 7.9733 0.3352  -0.58
O7 0.6356 8.9428 0.9232  0.15
O8 0.2565 6.8425 0.2011  0.06
H17 0.8179 4.9542 -0.4900  0.10
H18 0.4723 6.1696 -1.7370  0.13
H19 2.9208 5.9576 0.0847  0.13
H20 2.8653 6.4033 -1.6298  0.13
C17 -3.5753 -1.9045 3.8081  -0.12
C18 -5.0348 -2.0350 3.4464  -0.14
O9 -5.6897 -1.5061 4.6000  0.06
C19 -4.8172 -0.6711 5.2256  -0.56
O10 -5.1044 0.0534 6.1177  0.17
O11 -3.5730 -0.7803 4.6896  0.06
H21 -2.9428 -1.7211 2.9457  0.10
H22 -3.1979 -2.7768 4.3472  0.13
H23 -5.3133 -1.4324 2.5757  0.06
H24 -5.3341 -3.0665 3.2702  0.13

Forces on the atoms, in the same order (eV/Å):
-0.31 -0.68 -0.75
-0.03 1.25 0.40
-0.27 -1.34 0.55
0.16 0.60 0.10
0.22 0.30 0.13
-0.80 -0.70 -0.17
1.81 -0.02 -0.28
0.59 1.21 -0.22
-0.67 -0.89 -0.24
-0.46 -0.11 0.73
-0.31 0.50 -0.04
-0.56 0.11 0.03
0.13 0.20 0.04
-0.28 -1.40 -0.44
-0.81 0.49 0.39
0.69 -0.47 0.19
-0.58 0.38 -0.35
0.41 -0.21 -0.48
0.59 0.47 0.31
0.00 0.35 0.35
0.03 -1.79 -0.23
0.32 0.00 0.01
0.24 0.08 0.40
-0.23 0.22 0.00
0.35 0.05 0.12
0.33 -0.30 -0.41
-0.23 -0.02 -0.02
-0.18 -0.11 -0.23
0.13 0.33 0.00
-0.06 0.09 0.20
-0.10 0.00 -0.37
0.16 0.09 0.19
0.15 0.23 0.05
0.08 0.50 0.13
-0.01 0.26 -0.35
-0.18 0.13 -0.04
-0.14 0.23 -0.13
-0.17 0.11 0.23
-0.22 -0.48 -0.16
0.29 -0.19 -0.10
-0.23 -0.07 0.06
-0.03 0.07 0.06
-0.01 0.03 0.01
0.25 0.21 -0.06
-0.05 0.07 0.14
0.03 0.10 0.02
-0.06 -0.01 0.01
0.02 0.19 0.02
0.27 -0.14 -0.11
-0.17 -0.15 -0.30
0.23 0.04 0.00
-0.02 0.10 0.14
-0.02 0.02 0.03
-0.26 -0.09 -0.04
0.04 0.18 0.08
-0.07 0.01 0.03
0.11 -0.07 0.20
-0.13 0.03 0.16